ORCA calculation (ωB97M-V with the def2-TZVPD basis set) on an isolated molecule of C3H4N4O2.

Its charge is 0. Its SMILES is [H]/N=c1\oc(=O)nnn1C.

Positions of all 13 atoms, in Å:
H -0.79291 -2.19658 1.48291
N -1.04342 -1.60733 0.63192
C -0.16068 -0.69838 0.58074
O 0.87071 -0.52526 1.44190
C 1.92825 0.48268 1.29492
O 2.64608 0.71664 2.17866
N 1.91840 1.05371 -0.01548
N 0.80589 0.97335 -0.74087
N -0.26803 0.29939 -0.39653
C -1.30500 0.31858 -1.45793
H -2.23227 0.63332 -1.01184
H -0.88929 1.16781 -2.05560
H -1.47773 -0.61794 -1.93282

How positive or negative is each atom? The Löwdin charges in e answer that: atom 1 (H): 0.10, atom 2 (N): 0.17, atom 3 (C): -0.46, atom 4 (O): 0.10, atom 5 (C): -0.46, atom 6 (O): 0.19, atom 7 (N): 0.12, atom 8 (N): 0.07, atom 9 (N): -0.10, atom 10 (C): 0.00, atom 11 (H): 0.08, atom 12 (H): 0.10, atom 13 (H): 0.08

---

ORCA calculation (ωB97M-V with the def2-TZVPD basis set) on an isolated molecule of C3H4N4OS.

Its charge is 0.

Positions of all 13 atoms, in Å:
C 0.98504 -0.36624 0.57868
C 0.38242 -1.62624 0.20537
C 0.74920 0.80333 1.14350
N -0.77703 -2.07359 0.14861
N -1.85889 -1.20913 1.03840
N -2.33043 -0.22016 -1.20376
N 1.57184 -2.06146 -0.39197
O 2.20276 -0.73121 -0.08928
S -2.87023 -0.36219 0.25519
H -0.14836 0.81204 1.61829
H 1.44971 1.70218 1.13186
H -2.72841 0.60404 -1.66737
H 1.40540 -2.37859 -1.33519

How positive or negative is each atom? The Löwdin charges in e answer that: atom 1 (C): -0.26, atom 2 (C): -0.40, atom 3 (C): 0.11, atom 4 (N): 0.11, atom 5 (N): -0.38, atom 6 (N): -0.36, atom 7 (N): 0.11, atom 8 (O): 0.00, atom 9 (S): 0.84, atom 10 (H): 0.01, atom 11 (H): 0.11, atom 12 (H): -0.02, atom 13 (H): 0.13

---

Results for energy relative to the best compared isomer or geometry (same formula, charge and spin): 48.0; 134.4 (in kcal per mole, following the order of the records).
Results for highest occupied orbital energy: -10.19; -9.21 (in eV, following the order of the records).
Results for orbital gap: 9.39; 8.54 (in eV, following the order of the records).